73
Properties=species:S:1:pos:R:3 method="wB97M-V/def2-TZVPD" spin_multiplicity=1 max_force_ev_per_a=5.35 e_lumo_ev="-7.161 / -7.158" charge=+2 orbital_gap_ev="4.627 / 4.629" relative_energy_ev=1.530 homo_energy_ev="-11.79 / -11.79"
Zr -0.8107 2.1643 0.2906
C 1.7429 3.1157 0.0405
C 1.1473 3.0881 -1.2409
C -0.3088 4.2834 0.1685
C 0.8191 3.7608 0.9539
C -0.1530 3.7568 -1.1976
C 3.2025 2.8955 0.3426
H 3.6485 2.0535 -0.2026
H 3.3935 2.7111 1.4073
H 3.8065 3.7830 0.0765
C 1.1880 4.2586 2.3187
H 2.2440 4.0724 2.5596
H 0.5698 3.8791 3.1405
H 1.0579 5.3460 2.2769
C -1.5526 4.7830 0.8194
H -1.3054 5.7978 1.1556
H -1.9017 4.2614 1.7318
H -2.4045 4.8274 0.1332
C -1.2668 3.4926 -2.1642
H -1.3286 4.2191 -3.0014
H -2.2580 3.5052 -1.6784
H -1.2138 2.4944 -2.6527
C 1.7726 2.4560 -2.4448
H 1.8911 3.1629 -3.2801
H 1.2065 1.6004 -2.8294
H 2.7715 2.0643 -2.2228
C 1.6364 -1.1313 1.7345
C 2.5382 -0.8436 0.7799
C 2.4374 -1.0236 -0.7150
C 1.0843 -1.3154 -1.4897
C -0.2341 -0.7996 -1.2971
C -1.3199 -1.2036 -0.4076
C -1.0112 -1.3215 1.1233
C 0.3706 -1.9123 1.4608
H 3.1306 -1.8385 -1.0633
H 1.0205 -2.4306 -1.6452
H 2.8229 -0.0690 -1.1654
H 0.6242 -2.5311 0.5129
H 1.6058 -0.4754 2.6188
H 3.2381 -0.0257 1.0105
H 0.1894 -2.5184 2.3639
H -1.2111 -0.3792 1.6862
H -2.1523 -0.4704 -0.5076
H -1.7596 -2.0261 1.5314
H 1.3362 -0.9645 -2.5230
H -0.5699 -0.1853 -2.1595
P 0.4922 -4.0437 -0.1931
C 0.9329 -5.1051 1.1770
C 1.2573 -4.8135 -1.6291
P -2.0595 -2.5802 -1.3063
C -1.2963 -4.0061 -0.4348
C -1.6204 -2.9310 -3.0101
C -3.7913 -2.8583 -1.0938
H 0.2860 -4.9517 2.0422
H 1.9581 -4.8796 1.4930
H 0.8727 -6.1473 0.8482
H 1.0304 -5.8903 -1.5839
H 2.3446 -4.6720 -1.6155
H 0.9007 -4.4092 -2.5838
H -3.9572 -3.9460 -1.1958
H -4.4092 -2.3347 -1.8342
H -4.1466 -2.5319 -0.1109
H -1.8140 -4.0745 0.5423
H -1.5625 -4.8529 -1.1023
H -2.3707 -2.5282 -3.7049
H -1.5926 -4.0356 -3.1397
H -0.6655 -2.4982 -3.3365
B -1.8728 2.8262 4.7211
C -1.4977 2.1729 3.4348
N -1.2593 1.8007 2.3301
H -3.0797 3.0229 4.5849
H -1.2247 3.8714 4.7559
H -1.5894 2.0279 5.5958

---

15
Properties=species:S:1:pos:R:3 method="wB97M-V/def2-TZVPD" spin_multiplicity=1 max_force_ev_per_a=0.39 e_lumo_ev=0.886 charge=0 orbital_gap_ev=9.212 relative_energy_ev=6.896 homo_energy_ev=-8.33
C -1.2932 0.6835 -0.1651
C -1.4391 -1.1303 -0.5670
O -0.1211 -1.4570 -1.0200
C 0.1567 -0.3718 -0.2599
C 0.8834 -0.4541 1.0813
O 1.7773 0.5905 0.6594
C 1.2780 0.5725 -0.6856
H -0.7084 1.3730 0.4716
H -1.4803 1.1655 -1.1236
H -2.2297 0.5522 0.3822
H -1.5191 -1.5749 0.4558
H 0.3331 -0.1734 1.9859
H 1.3859 -1.4190 1.2221
H 1.9577 0.0719 -1.3869
H 1.0186 1.5715 -1.0501

---

21
Properties=species:S:1:pos:R:3 method="wB97M-V/def2-TZVPD" spin_multiplicity=2 max_force_ev_per_a=3.24 e_lumo_ev="0.170 / -3.867" charge=0 orbital_gap_ev="9.546 / 5.483" relative_energy_ev=2.048 s2=0.7558 homo_energy_ev="-9.38 / -9.35"
C -0.8861 1.6351 -0.9176
O 0.0332 2.2510 -0.0757
C -0.4028 0.2797 -1.6802
C 0.2231 -0.6955 -0.6656
C 1.1677 -1.7337 -1.1999
C 2.5319 -1.7032 -1.2574
H -1.7127 1.2848 -0.3087
H -1.2148 2.1897 -1.7773
H 0.3256 0.4735 -2.4393
H -1.2993 -0.2660 -1.9784
H 1.0202 -0.2871 0.0131
H -0.5376 -1.1550 -0.0031
H 0.9268 -2.6692 -1.6305
H 3.1313 -0.8737 -0.7722
H 3.0526 -2.4973 -1.7917
H -1.1799 -1.5047 2.9067
H -1.6568 -0.4101 2.1906
O -1.9657 -1.3143 2.4489
H 0.0745 1.5015 3.0127
H 0.1025 1.7244 0.8191
O -0.1719 1.0376 2.1372

---

65
Properties=species:S:1:pos:R:3 method="wB97M-V/def2-TZVPD" spin_multiplicity=2 max_force_ev_per_a=1.70 e_lumo_ev="3.343 / 3.343" charge=-2 orbital_gap_ev="4.618 / 4.617" relative_energy_ev=0.840 s2=0.7577 homo_energy_ev="-1.27 / -1.27"
Ti -0.2787 0.3213 0.4657
C 3.5069 -0.6197 1.9679
O 2.7390 -0.0868 0.8972
C 3.4311 0.8192 0.1005
C 2.5940 1.0158 -1.1443
O 1.2860 1.5266 -0.8356
C 1.1898 2.9522 -0.7594
C 0.9440 3.3797 0.6684
O -0.0600 2.5210 1.1784
C -0.7671 3.0729 2.3019
H 4.3320 -1.2239 1.5645
H 2.8394 -1.2455 2.5544
H 3.8853 0.1739 2.6136
H 4.4103 0.4166 -0.2094
H 3.6107 1.7624 0.6382
H 2.4303 0.0525 -1.6204
H 3.0787 1.6986 -1.8477
H 0.3562 3.2404 -1.4046
H 2.1085 3.4033 -1.1403
H 0.5882 4.4174 0.6833
H 1.8332 3.3002 1.2996
H -1.4390 3.8618 1.9419
H -0.0561 3.4693 3.0260
H -1.3320 2.2718 2.7680
Se -0.8146 1.9163 5.8098
Sb 1.0175 0.8445 4.6059
Se -0.2212 -0.5230 2.7431
Se 2.1923 -0.9597 5.7475
Se 2.6145 2.4737 3.6673
N 1.0114 -4.0581 4.0447
N -0.3096 -3.8284 4.5880
H 1.5609 -3.2064 4.1755
H 0.8770 -4.1722 3.0471
H -0.5832 -2.8703 4.3701
H -0.1915 -3.8377 5.5943
Br 2.1790 -5.0145 -4.2360
C 0.6254 -4.4261 -3.3064
C -0.5784 -5.0923 -3.5089
C -1.7195 -4.6622 -2.8305
C -1.6506 -3.5788 -1.9683
C -0.4323 -2.9276 -1.7848
C 0.7212 -3.3461 -2.4489
C -0.3671 -1.7316 -0.8670
O 0.7168 -1.1197 -0.6932
O -1.3981 -1.3113 -0.2970
H -0.6205 -5.9353 -4.1854
H -2.6611 -5.1762 -2.9771
H -2.5211 -3.2262 -1.4311
H 1.6570 -2.8304 -2.2839
C -2.4101 3.6169 -1.9388
Ge -2.5146 1.6519 -1.7339
C -4.2958 1.1282 -2.4118
C -1.2415 0.8714 -3.0273
C -2.2563 1.1694 0.1180
H -3.3874 4.0549 -1.7251
H -2.1118 3.9169 -2.9459
H -1.6995 4.0356 -1.2238
H -4.4582 1.4605 -3.4401
H -5.0673 1.5636 -1.7744
H -4.3985 0.0420 -2.3776
H -1.4793 1.2392 -4.0287
H -1.3253 -0.2170 -3.0387
H -0.2076 1.1314 -2.7959
H -2.5039 2.0508 0.7095
H -2.9777 0.3829 0.3522

---

76
Properties=species:S:1:pos:R:3 method="wB97M-V/def2-TZVPD" spin_multiplicity=5 max_force_ev_per_a=6.60 e_lumo_ev="-6.396 / -8.545" charge=+2 orbital_gap_ev="6.634 / 4.992" s2=6.0576 homo_energy_ev="-13.03 / -13.54"
Os -0.6617 1.1638 -0.9135
C -1.5765 1.3013 -2.6478
C -0.6703 0.1600 -2.6420
C 0.5943 0.2320 -3.4741
C 1.4653 1.4000 -3.0161
C 1.1052 1.8068 -1.5980
C 0.2015 2.9119 -1.3258
C -0.5241 3.6157 -2.4263
C -1.2917 2.6195 -3.3190
C 1.1159 -0.2067 1.6594
H -2.6228 1.0041 -2.7210
H -1.1636 -0.8200 -2.6491
H 0.3707 0.3360 -4.5510
H 1.1497 -0.7084 -3.3604
H 2.5272 1.1130 -3.0250
H 1.3592 2.2365 -3.7176
H 1.9837 1.7953 -0.9416
H 0.5435 3.5761 -0.5291
H 0.1640 4.2465 -3.0095
H -1.2501 4.2978 -1.9623
H -2.2752 3.0679 -3.5217
H -0.7835 2.4710 -4.2804
H 0.5227 0.3876 0.8789
H 1.6815 0.5161 2.2690
H 0.4478 -0.7694 2.3212
P 2.1518 -1.3959 0.8120
P -1.6535 -0.8867 0.1255
N 3.3697 -0.3627 0.1730
N 3.0249 -2.4886 1.7173
N -3.7217 0.2146 -0.4174
N -2.5019 -1.6026 1.4641
C 1.0852 -2.0822 -0.4932
C -0.4617 -2.3086 -0.2237
C 3.5389 1.0015 0.4485
C 4.7957 1.3934 0.0331
C 5.4259 0.2524 -0.5518
C 4.5405 -0.8100 -0.4675
C 4.0873 -2.1691 2.5969
C 4.6565 -3.3495 3.0317
C 3.9351 -4.4351 2.4280
C 2.9430 -3.8959 1.6315
C -3.5084 1.5589 -0.4648
C -4.6400 2.2422 -0.9798
C -5.5948 1.2346 -1.2602
C -4.9980 0.0044 -0.8929
C -3.8718 -1.7827 1.7136
C -4.0384 -2.5682 2.8489
C -2.7291 -2.9043 3.3181
C -1.8187 -2.3038 2.4734
H 1.5216 -3.0771 -0.7260
H 1.2124 -1.4494 -1.3936
H -0.9241 -2.7068 -1.1556
H -0.5609 -3.0801 0.5611
H 2.7638 1.5853 0.9184
H 5.2106 2.3822 0.1579
H 6.4234 0.2304 -0.9701
H 4.6108 -1.8337 -0.8134
H 4.3201 -1.1312 2.8188
H 5.4994 -3.4414 3.7031
H 4.1396 -5.4863 2.5754
H 2.1756 -4.3475 1.0103
H -2.5329 2.0075 -0.1834
H -4.7027 3.3239 -1.0874
H -6.5871 1.3540 -1.6838
H -5.4390 -0.9869 -0.9281
H -4.5986 -1.3199 1.0749
H -4.9785 -2.8724 3.2814
H -2.4714 -3.5252 4.1633
H -0.7458 -2.3481 2.4583
F -1.2341 0.6612 2.9245
C -1.7515 1.4309 1.9249
F -3.1079 1.3666 2.0862
C -1.2901 2.8900 2.1378
F -1.6142 3.3929 3.3547
F 0.0758 2.9521 2.0300
F -1.8436 3.7178 1.1985

---

17
Properties=species:S:1:pos:R:3 method="wB97M-V/def2-TZVPD" spin_multiplicity=1 max_force_ev_per_a=4.36 e_lumo_ev=-1.118 charge=0 orbital_gap_ev=8.875 relative_energy_ev=0.511 homo_energy_ev=-9.99
N -4.8250 -0.9203 0.6300
C -3.7170 -0.6064 0.6518
C -2.3670 -0.1487 0.7136
S -2.2514 1.4428 -0.1083
C -1.3547 -0.9330 -0.2305
O -1.8143 -1.5002 -1.1676
C -0.0042 -0.6187 0.1723
C 0.9785 -0.6909 -0.8522
C 2.2700 -0.3353 -0.5390
N 2.5117 0.1449 0.6970
C 1.5356 0.4223 1.4625
N 0.2470 -0.0580 1.3000
H -1.9059 -0.2324 1.7290
H -2.8241 2.0513 0.9232
H 0.6214 -1.0429 -1.7576
H 3.0550 -0.6328 -1.1280
H 1.7001 1.0889 2.2833